Entry from the OMol25 dataset: a molecular structure, C48H35F4MoN4Sb at a distorted geometry (ωB97M-V/def2-TZVPD).

## Properties
* molecular weight: 961.53 g/mol
* max |F|: 0.0406 Eh/bohr
* energy: -2776.974725 Ha
* multiplicity: 3
* frontier orbital gap (alpha / beta): 4.7758 / 6.8226 eV

Element x y z (Å)
Mo (1.68821, 0.09516, 0.05152)
N (-2.63465, -1.20592, 9.34831)
C (-2.17514, -1.06201, 8.30428)
C (-1.60355, -0.87261, 7.00559)
C (-0.33594, -0.30287, 6.88002)
C (0.20534, -0.11821, 5.62191)
C (-0.49732, -0.49508, 4.47753)
C (-1.76226, -1.05683, 4.61212)
C (-2.31429, -1.24766, 5.86752)
C (0.14334, -0.29924, 3.15067)
C (0.08862, 0.97411, 2.55135)
C (-0.29029, 2.21268, 3.09119)
C (0.06568, 3.19808, 2.15628)
C (0.59427, 2.54539, 1.06188)
N (0.61945, 1.19144, 1.29110)
C (0.97186, -1.33239, 2.67390)
C (1.19531, -2.59442, 3.25360)
C (2.21059, -3.21850, 2.51861)
C (2.57902, -2.34771, 1.51137)
N (1.84341, -1.19782, 1.58731)
H (0.21441, -0.01318, 7.76492)
H (1.18949, 0.31869, 5.50723)
H (-2.31466, -1.35114, 3.72865)
H (-3.29769, -1.68513, 5.97675)
H (-0.74041, 2.36950, 4.05824)
H (-0.05224, 4.26435, 2.26252)
H (0.94090, 2.95536, 0.12135)
H (0.67968, -2.98641, 4.11533)
H (2.63779, -4.19172, 2.69940)
H (3.32829, -2.46226, 0.74444)
F (-6.86979, -1.86122, -3.24310)
C (-5.69123, -1.31775, -2.89029)
C (-4.79900, -0.95717, -3.87995)
C (-3.58339, -0.39819, -3.51092)
C (-3.27538, -0.19611, -2.17072)
C (-4.18795, -0.59603, -1.19782)
C (-5.40947, -1.14964, -1.54848)
Sb (-1.37267, 0.59945, -1.51598)
C (-0.71528, 1.32107, -3.42893)
C (0.52263, 0.87352, -3.88545)
C (0.99781, 1.24124, -5.13675)
C (0.21171, 2.06430, -5.91830)
F (0.65506, 2.42255, -7.13443)
C (-1.01735, 2.53444, -5.49378)
C (-1.47921, 2.15446, -4.24357)
C (-2.16779, 2.45179, -0.76252)
C (-1.78949, 3.68528, -1.28319)
C (-2.22815, 4.86419, -0.69901)
C (-3.04530, 4.78758, 0.41136)
F (-3.46312, 5.92888, 0.98937)
C (-3.44062, 3.58110, 0.95363)
C (-2.98910, 2.41357, 0.35998)
H (-5.05755, -1.11934, -4.91795)
H (-2.87637, -0.11644, -4.28128)
H (-3.95048, -0.48357, -0.14644)
H (-6.13227, -1.45543, -0.80403)
H (1.12239, 0.22833, -3.25443)
H (1.95388, 0.90067, -5.51240)
H (-1.59352, 3.18655, -6.13686)
H (-2.44269, 2.51212, -3.89876)
H (-1.15021, 3.73617, -2.15666)
H (-1.93772, 5.83326, -1.08353)
H (-4.06694, 3.56704, 1.83570)
H (-3.28377, 1.46410, 0.79033)
C (-0.51986, -2.88251, -0.24939)
C (0.41946, -3.20159, -1.38348)
C (0.26213, -4.42380, -2.02393)
C (1.08982, -4.81452, -3.05985)
C (2.10166, -3.96547, -3.48208)
C (2.30647, -2.74294, -2.87138)
C (3.40875, -1.82887, -3.32549)
C (1.47424, -2.34800, -1.79720)
N (1.72942, -1.15129, -1.17519)
H (-0.40366, -3.62330, 0.54403)
H (-1.55478, -2.91454, -0.59649)
H (-0.33176, -1.90577, 0.17948)
H (-0.53460, -5.08069, -1.69372)
H (0.95583, -5.77652, -3.53681)
H (2.75419, -4.25895, -4.29578)
H (4.02566, -2.31292, -4.08064)
H (4.03806, -1.54684, -2.48258)
H (3.00872, -0.90555, -3.74982)
F (7.42941, 1.79474, 1.71792)
C (6.20987, 1.45920, 1.26798)
C (6.10041, 0.72286, 0.10528)
C (4.83756, 0.37262, -0.34321)
C (3.67251, 0.73514, 0.33889)
C (3.84438, 1.49083, 1.51440)
C (5.09570, 1.85802, 1.98015)
H (6.99282, 0.42427, -0.42861)
H (4.76271, -0.19732, -1.26000)
H (2.98722, 1.80674, 2.09831)
H (5.21277, 2.43255, 2.88947)

***

Entry from the OMol25 dataset: a molecular structure, C48H36CuO4P2S7 (ωB97M-V/def2-TZVPD).

## Properties
* molecular weight: 1026.77 g/mol
* max |F|: 0.0157 Eh/bohr
* net charge: -2
* energy: -7262.341157 Ha
* multiplicity: 2
* frontier orbital gap (alpha / beta): 3.4730 / 6.0051 eV

Element x y z (Å)
Cu (-0.87017, 1.82736, 0.19600)
O (-0.23573, -1.25821, 0.41423)
S (1.03913, -0.71762, -0.22285)
C (1.29717, -1.96249, -1.47455)
C (2.13539, -3.03137, -1.32628)
C (2.27852, -4.02230, -2.33068)
C (1.54360, -3.89923, -3.46633)
C (1.46453, -4.76688, -4.70390)
C (0.38436, -4.09158, -5.59594)
C (-0.07160, -2.88817, -4.80332)
C (-1.01627, -1.94191, -5.06049)
C (-1.23030, -0.93888, -4.09070)
C (-0.53549, -0.83492, -2.90479)
P (-1.10637, 0.59476, -1.82370)
C (-1.04752, 1.88331, -3.12937)
C (-2.11288, 2.43887, -3.82827)
C (-1.88652, 3.43024, -4.77361)
C (-0.59697, 3.87446, -5.02717)
C (0.47125, 3.32348, -4.33294)
C (0.24555, 2.33464, -3.38967)
C (-2.86134, 0.09824, -1.60532)
C (-3.14465, -1.24263, -1.33860)
C (-4.43066, -1.64378, -1.01855)
C (-5.46031, -0.71398, -0.96170)
C (-5.18317, 0.62448, -1.18983)
C (-3.89021, 1.03260, -1.48894)
C (0.46909, -1.81403, -2.62963)
C (0.64371, -2.81741, -3.59449)
C (2.35384, -0.92487, 0.91592)
C (3.66099, -1.21917, 0.45569)
C (4.64804, -1.63236, 1.33097)
C (4.33050, -1.74669, 2.68260)
C (5.13644, -2.25361, 3.85927)
C (4.23956, -1.97466, 5.10513)
C (2.94746, -1.43600, 4.53127)
C (1.76528, -1.01909, 5.14074)
C (0.78737, -0.44177, 4.35497)
C (0.91238, -0.28855, 2.94286)
P (-0.36008, 0.71704, 2.14669)
C (-1.93736, -0.15887, 2.52884)
C (-3.15567, 0.42911, 2.18904)
C (-4.35479, -0.22449, 2.43000)
C (-4.35282, -1.50476, 2.96378)
C (-3.14259, -2.12455, 3.24221)
C (-1.94551, -1.45684, 3.02900)
C (-0.36401, 2.18128, 3.30558)
C (0.81936, 2.55514, 3.94179)
C (0.92162, 3.76370, 4.61522)
C (-0.15360, 4.63715, 4.65794)
C (-1.33088, 4.28930, 4.01222)
C (-1.42671, 3.08315, 3.33681)
C (2.04226, -0.83769, 2.29146)
C (3.07499, -1.33398, 3.14058)
H (2.70154, -3.11984, -0.41032)
H (2.96575, -4.84636, -2.17705)
H (1.18873, -5.79253, -4.44818)
H (2.42993, -4.81244, -5.21272)
H (-0.44959, -4.76769, -5.79989)
H (0.79354, -3.79117, -6.56326)
H (-1.60103, -1.94313, -5.97297)
H (-1.99549, -0.20038, -4.29838)
H (-3.12415, 2.10582, -3.64538)
H (-2.72561, 3.86275, -5.30587)
H (-0.42639, 4.65735, -5.75679)
H (1.48356, 3.67289, -4.49005)
H (1.09311, 1.92533, -2.84730)
H (-2.34385, -1.97097, -1.35823)
H (-4.62496, -2.68560, -0.79431)
H (-6.46732, -1.02898, -0.71525)
H (-5.97009, 1.36544, -1.11716)
H (-3.67928, 2.08757, -1.60382)
H (3.88145, -1.11802, -0.59661)
H (5.63522, -1.86991, 0.95270)
H (6.10667, -1.75573, 3.94307)
H (5.34163, -3.32519, 3.75921)
H (4.70976, -1.23688, 5.76445)
H (4.08695, -2.87770, 5.70451)
H (1.61826, -1.09299, 6.21300)
H (-0.09756, -0.04650, 4.83970)
H (-3.17299, 1.39555, 1.69732)
H (-5.28797, 0.26086, 2.17320)
H (-5.28727, -2.02438, 3.14101)
H (-3.12625, -3.14015, 3.61915)
H (-1.00456, -1.94785, 3.23604)
H (1.68027, 1.90156, 3.89738)
H (1.85817, 4.02741, 5.09071)
H (-0.06807, 5.58923, 5.16730)
H (-2.16983, 4.97342, 3.99670)
H (-2.34139, 2.87048, 2.80158)
S (2.13364, 4.70790, 0.40771)
S (0.63323, 5.18120, -0.91449)
S (-1.04732, 5.31110, 0.23951)
S (-2.21740, 3.64295, -0.11309)
O (4.99100, 2.26703, -0.90915)
S (3.64451, 2.35570, -1.42878)
O (3.36644, 3.49111, -2.28444)
O (3.07360, 1.09119, -1.86889)
S (2.40322, 2.69560, 0.33896)